C14H16Cl2N6O3S3Sc | ωB97M-V with the def2-TZVPD basis set

- Electronic energy: -108107.4653 eV
- Lowest unoccupied orbital energy: -0.16533 hartree
- Kohn-Sham gap: 7.726 eV
- Total charge: +1
- Energy above the lowest of the compared OMol25 structures with the same formula, charge and spin: 0.9789 eV

Each line ends with the natural charge from an NBO analysis.
Element x y z (Å)
Sc (2.002, -16.240, -7.782)  1.471
N (0.830, -16.895, -9.904)  -0.870
C (1.677, -17.055, -11.069)  -0.201
C (2.830, -18.060, -10.690)  -0.509
C (3.148, -17.615, -9.271)  0.780
O (2.808, -18.192, -8.250)  -0.649
O (3.538, -16.399, -9.206)  -0.775
H (0.397, -17.788, -9.798)  0.387
H (0.024, -16.257, -10.119)  0.411
H (2.081, -16.072, -11.151)  0.210
H (1.175, -17.392, -11.951)  0.218
H (3.720, -17.914, -11.365)  0.258
H (2.502, -19.072, -10.692)  0.237
S (0.585, -14.317, -7.292)  -0.224
C (-0.929, -14.984, -7.891)  -0.164
C (-1.513, -14.682, -9.139)  -0.201
C (-2.615, -15.436, -9.631)  -0.082
C (-2.879, -15.189, -11.038)  0.245
N (-2.929, -14.956, -12.152)  -0.228
C (-3.298, -16.386, -8.855)  -0.125
C (-2.775, -16.593, -7.556)  -0.158
C (-1.669, -15.899, -7.087)  -0.191
S (-1.293, -16.144, -5.364)  0.647
C (-4.281, -17.241, -9.470)  0.233
N (-4.983, -18.024, -9.910)  -0.214
H (-1.006, -14.051, -9.806)  0.247
H (-3.312, -17.283, -6.968)  0.248
Cl (3.808, -13.238, -9.573)  0.018
C (4.826, -14.207, -10.638)  -0.401
Cl (6.407, -14.543, -9.978)  -0.033
H (5.071, -13.705, -11.538)  0.229
H (4.430, -15.189, -10.858)  0.224
O (0.662, -17.307, -6.346)  -0.418
N (0.147, -16.968, -5.304)  0.030
C (6.830, -17.442, -7.529)  -0.416
N (5.553, -16.739, -7.275)  -0.557
C (5.128, -16.071, -6.209)  0.364
N (5.824, -16.051, -5.088)  -0.766
S (3.751, -15.070, -6.266)  -0.216
H (7.427, -17.471, -6.612)  0.210
H (7.284, -16.917, -8.389)  0.233
H (6.578, -18.443, -7.894)  0.222
H (4.949, -16.591, -8.064)  0.432
H (6.757, -16.382, -4.962)  0.411
H (5.355, -15.735, -4.222)  0.434


C3H7NO | ωB97M-V with the def2-TZVPD basis set

- Electronic energy: -6762.5327 eV
- Lowest unoccupied orbital energy: 0.03324 hartree
- Kohn-Sham gap: 10.610 eV
- SMILES string: CNC(C)=O
- Total charge: 0
- Energy above the lowest of the compared OMol25 structures with the same formula, charge and spin: 0.2177 eV

Each line ends with the natural charge from an NBO analysis.
Element x y z (Å)
C (-1.828, -0.394, -0.307)  -0.414
N (-0.590, 0.009, 0.328)  -0.618
C (0.578, -0.031, -0.372)  0.668
O (0.615, -0.389, -1.538)  -0.626
C (1.819, 0.419, 0.378)  -0.708
H (-1.705, -1.386, -0.750)  0.213
H (-2.107, 0.302, -1.109)  0.204
H (-2.623, -0.430, 0.442)  0.201
H (-0.591, 0.292, 1.294)  0.395
H (2.064, 1.448, 0.092)  0.237
H (2.652, -0.218, 0.074)  0.241
H (1.714, 0.379, 1.467)  0.208


CH3NOS2 | ωB97M-V with the def2-TZVPD basis set

- Electronic energy: -26291.9473 eV
- Lowest unoccupied orbital energy: -0.00311 hartree
- Kohn-Sham gap: 9.291 eV
- SMILES string: N=C=S.OS
- Total charge: 0
- Energy above the lowest of the compared OMol25 structures with the same formula, charge and spin: 1.0216 eV

Each line ends with the natural charge from an NBO analysis.
Element x y z (Å)
C (2.016, -0.785, 0.096)  0.241
N (1.584, 0.315, 0.230)  -0.664
O (-1.619, -0.830, 1.278)  -0.853
S (2.977, -1.988, -0.210)  -0.034
S (-2.882, -0.213, 0.246)  0.248
H (0.790, 0.940, 0.467)  0.455
H (-2.015, -0.526, -0.795)  0.122
H (-1.996, -1.348, 1.999)  0.484


C23H22ClNPRuS | ωB97M-V with the def2-TZVPD basis set

- Electronic energy: -60905.7401 eV
- Lowest unoccupied orbital energy (spin up / spin down): -0.23429 / -0.38443 hartree
- Kohn-Sham gap (spin up / spin down): 5.730 / 4.409 eV
- Multiplicity: 6
- Total charge: +2
- Energy above the lowest of the compared OMol25 structures with the same formula, charge and spin: 2.1587 eV

Each line ends with the Mulliken spin population.
Element x y z (Å)
Ru (-0.948, -1.104, 0.978)  2.766
Cl (-2.254, -1.691, -0.790)  0.210
P (0.246, 0.326, -0.329)  0.147
C (1.982, 0.165, 0.233)  -0.077
C (2.673, 1.212, 0.862)  0.002
C (3.992, 0.991, 1.283)  0.005
C (4.589, -0.267, 1.140)  0.015
C (3.876, -1.322, 0.556)  0.002
C (2.575, -1.105, 0.099)  0.071
C (0.486, 0.280, -2.143)  0.260
C (-0.664, 0.415, -2.945)  0.151
C (-0.550, 0.572, -4.326)  -0.003
C (0.717, 0.570, -4.921)  0.237
C (1.867, 0.421, -4.139)  0.201
C (1.754, 0.279, -2.752)  0.003
C (-0.434, 2.007, -0.106)  0.017
C (-1.703, 2.127, 0.483)  0.025
C (-2.210, 3.387, 0.793)  0.010
C (-1.498, 4.531, 0.425)  0.021
C (-0.279, 4.414, -0.258)  -0.004
C (0.263, 3.154, -0.524)  0.017
H (-1.646, 0.380, -2.470)  -0.003
H (-1.446, 0.691, -4.935)  0.005
H (0.814, 0.690, -6.000)  -0.001
H (2.861, 0.417, -4.598)  0.002
H (2.658, 0.181, -2.147)  0.000
H (2.185, 2.176, 1.026)  -0.001
H (4.550, 1.813, 1.736)  0.001
H (5.612, -0.425, 1.492)  0.000
H (4.328, -2.309, 0.455)  0.000
H (2.005, -1.924, -0.344)  -0.003
H (-2.286, 1.230, 0.735)  -0.025
H (-3.161, 3.448, 1.327)  0.001
H (-1.903, 5.512, 0.672)  0.000
H (0.264, 5.309, -0.566)  0.000
H (1.212, 3.056, -1.052)  -0.005
H (-0.121, 0.084, 1.747)  0.040
H (-1.208, 0.117, 1.977)  0.125
S (0.000, -1.711, 3.115)  0.446
C (-1.422, -2.523, 2.701)  -0.016
N (-1.327, -3.917, 2.669)  0.078
C (-2.301, -4.705, 2.154)  0.159
C (-3.477, -4.121, 1.715)  0.007
C (-3.695, -2.760, 1.864)  0.148
C (-2.675, -1.944, 2.399)  -0.060
H (-0.458, -4.340, 2.994)  -0.004
H (-2.088, -5.774, 2.121)  0.012
H (-4.227, -4.762, 1.262)  0.001
H (-4.623, -2.297, 1.538)  0.012
H (-2.901, -0.952, 2.794)  0.005


H3O2PS | ωB97M-V with the def2-TZVPD basis set

- Electronic energy: -24268.9271 eV
- Lowest unoccupied orbital energy: 0.01935 hartree
- Kohn-Sham gap: 10.100 eV
- SMILES string: O[PH](O)=S
- Total charge: 0
- Energy above the lowest of the compared OMol25 structures with the same formula, charge and spin: 0.4512 eV

Each line ends with the natural charge from an NBO analysis.
Element x y z (Å)
O (0.156, -0.949, 0.541)  -1.026
O (-0.278, 1.569, 0.475)  -0.971
P (-0.813, 0.163, -0.152)  1.593
S (-2.704, -0.169, 0.090)  -0.583
H (-0.109, -1.923, 0.838)  0.555
H (-1.024, 2.114, 0.450)  0.499
H (-0.190, 0.501, -1.396)  -0.067


C15H38NO6S | ωB97M-V with the def2-TZVPD basis set

- Electronic energy: -40778.8079 eV
- Lowest unoccupied orbital energy: 0.09621 hartree
- Kohn-Sham gap: 4.801 eV
- Total charge: -1
- Energy above the lowest of the compared OMol25 structures with the same formula, charge and spin: 0.0000 eV

Each line ends with the natural charge from an NBO analysis.
Element x y z (Å)
C (-2.305, 0.665, -2.809)  -0.633
C (-1.777, -0.764, -2.612)  0.090
O (-0.740, -1.018, -3.562)  -0.718
C (-1.320, -1.031, -1.148)  -0.466
C (0.138, -0.816, -0.818)  -0.493
N (0.241, 0.724, -0.407)  -0.543
C (0.979, 1.313, -1.133)  0.292
S (1.968, 2.105, -2.093)  -0.198
H (-3.125, 0.662, -3.538)  0.182
H (-1.518, 1.313, -3.195)  0.219
H (-2.723, 1.049, -1.878)  0.201
H (-2.614, -1.444, -2.799)  0.153
H (-1.048, -1.696, -4.166)  0.454
H (-1.486, -2.102, -0.965)  0.185
H (-1.976, -0.425, -0.499)  0.156
H (0.372, -1.353, 0.107)  0.138
C (-1.547, 0.563, 2.950)  -0.645
C (-0.327, 1.343, 3.405)  -0.059
O (0.849, 0.929, 2.719)  -0.758
H (-1.391, -0.507, 3.100)  0.224
H (-2.433, 0.873, 3.509)  0.194
H (-1.731, 0.720, 1.886)  0.226
H (-0.131, 1.175, 4.466)  0.163
H (-0.485, 2.418, 3.257)  0.155
H (0.690, 1.082, 1.772)  0.506
C (3.011, 3.249, 1.834)  -0.633
C (3.766, 2.225, 2.655)  -0.060
O (3.134, 1.958, 3.902)  -0.760
H (2.927, 4.191, 2.381)  0.193
H (3.522, 3.433, 0.888)  0.215
H (2.003, 2.904, 1.610)  0.208
H (4.769, 2.591, 2.884)  0.158
H (3.866, 1.292, 2.091)  0.162
H (2.267, 1.583, 3.675)  0.492
C (-5.556, -4.051, -1.725)  -0.633
C (-4.971, -2.902, -0.924)  -0.064
O (-4.850, -1.715, -1.695)  -0.709
H (-4.939, -4.250, -2.602)  0.212
H (-5.613, -4.960, -1.124)  0.207
H (-6.563, -3.808, -2.075)  0.189
H (-3.962, -3.139, -0.591)  0.193
H (-5.583, -2.710, -0.035)  0.149
H (-5.725, -1.453, -1.995)  0.455
C (0.557, -2.571, 5.313)  -0.635
C (-0.671, -3.352, 4.881)  -0.057
O (-0.868, -3.299, 3.476)  -0.715
H (0.477, -1.532, 4.992)  0.223
H (0.680, -2.597, 6.397)  0.203
H (1.459, -2.985, 4.856)  0.202
H (-1.570, -2.926, 5.325)  0.170
H (-0.593, -4.396, 5.211)  0.144
H (-0.090, -3.666, 3.045)  0.466
C (4.629, 3.818, -5.782)  -0.634
C (5.018, 2.399, -5.402)  -0.058
O (4.891, 2.159, -4.012)  -0.716
H (5.241, 4.536, -5.236)  0.206
H (4.756, 3.989, -6.853)  0.200
H (3.585, 4.009, -5.526)  0.206
H (6.065, 2.213, -5.647)  0.163
H (4.409, 1.679, -5.962)  0.154
H (3.966, 2.304, -3.776)  0.477


C5H14N2O3S | ωB97M-V with the def2-TZVPD basis set

- Electronic energy: -25368.2411 eV
- Lowest unoccupied orbital energy: 0.02407 hartree
- Kohn-Sham gap: 10.466 eV
- SMILES string: CCCN[C@H](O)NS(C)(=O)=O
- Total charge: 0
- Energy above the lowest of the compared OMol25 structures with the same formula, charge and spin: 0.0000 eV

Each line ends with the natural charge from an NBO analysis.
Element x y z (Å)
C (-3.189, -1.828, 0.420)  -0.618
C (3.738, 0.230, 0.403)  -0.887
C (-2.582, -0.686, -0.333)  -0.400
C (-1.319, -0.181, 0.335)  -0.238
C (0.459, 1.472, -0.045)  0.377
N (-0.883, 1.043, -0.364)  -0.643
N (1.379, 0.712, -0.807)  -0.936
O (2.696, -1.214, -1.450)  -0.962
O (1.479, -1.177, 0.698)  -0.945
O (0.610, 2.875, -0.154)  -0.675
S (2.223, -0.528, -0.254)  2.357
H (-2.433, -2.502, 0.814)  0.212
H (-3.437, -1.571, 1.474)  0.198
H (-4.066, -2.259, -0.044)  0.218
H (4.417, -0.687, 0.625)  0.251
H (4.142, 0.749, -0.561)  0.263
H (3.589, 0.744, 1.341)  0.241
H (-3.384, 0.097, -0.298)  0.185
H (-2.451, -0.981, -1.332)  0.208
H (-1.478, -0.207, 1.456)  0.177
H (-0.475, -0.821, 0.085)  0.222
H (0.810, 1.251, 0.975)  0.151
H (-1.500, 1.785, -0.112)  0.364
H (1.259, 0.737, -1.813)  0.422
H (0.398, 2.947, -1.057)  0.456


Repeat the seventh record exactly.
C5H14N2O3S | ωB97M-V with the def2-TZVPD basis set

- Electronic energy: -25368.2411 eV
- Lowest unoccupied orbital energy: 0.02407 hartree
- Kohn-Sham gap: 10.466 eV
- SMILES string: CCCN[C@H](O)NS(C)(=O)=O
- Total charge: 0
- Energy above the lowest of the compared OMol25 structures with the same formula, charge and spin: 0.0000 eV

Each line ends with the natural charge from an NBO analysis.
Element x y z (Å)
C (-3.189, -1.828, 0.420)  -0.618
C (3.738, 0.230, 0.403)  -0.887
C (-2.582, -0.686, -0.333)  -0.400
C (-1.319, -0.181, 0.335)  -0.238
C (0.459, 1.472, -0.045)  0.377
N (-0.883, 1.043, -0.364)  -0.643
N (1.379, 0.712, -0.807)  -0.936
O (2.696, -1.214, -1.450)  -0.962
O (1.479, -1.177, 0.698)  -0.945
O (0.610, 2.875, -0.154)  -0.675
S (2.223, -0.528, -0.254)  2.357
H (-2.433, -2.502, 0.814)  0.212
H (-3.437, -1.571, 1.474)  0.198
H (-4.066, -2.259, -0.044)  0.218
H (4.417, -0.687, 0.625)  0.251
H (4.142, 0.749, -0.561)  0.263
H (3.589, 0.744, 1.341)  0.241
H (-3.384, 0.097, -0.298)  0.185
H (-2.451, -0.981, -1.332)  0.208
H (-1.478, -0.207, 1.456)  0.177
H (-0.475, -0.821, 0.085)  0.222
H (0.810, 1.251, 0.975)  0.151
H (-1.500, 1.785, -0.112)  0.364
H (1.259, 0.737, -1.813)  0.422
H (0.398, 2.947, -1.057)  0.456